Record 1
{"formula": "C12H10AsF6N3OPt", "method": "wB97M-V/def2-TZVPD", "charge": 3, "multiplicity": 2, "homo_ev": [-20.66, -20.68], "orbital_gap_ev": [6.20, 4.78], "lumo_ev": [-14.46, -15.89], "fmax_ev_per_a": 1.02, "elements": ["Pt", "O", "C", "N", "C", "C", "C", "C", "C", "C", "N", "C", "C", "C", "C", "C", "N", "H", "H", "H", "H", "H", "H", "H", "H", "H", "H", "F", "As", "F", "F", "F", "F", "F"], "positions_angstrom": [[-0.47661, 0.10230, -0.30647], [2.10492, 1.31404, -2.98984], [1.30174, 1.33961, -2.13165], [0.69112, 0.03219, -1.69583], [1.25555, -1.25764, -2.06693], [0.61036, -2.34585, -1.29253], [0.99080, -3.72560, -1.44073], [0.39103, -4.68929, -0.65769], [-0.58215, -4.28391, 0.25202], [-0.94227, -2.88629, 0.34727], [-0.34723, -1.96793, -0.41343], [0.70907, 2.45146, -1.36092], [1.09011, 3.75847, -1.52091], [0.47070, 4.72930, -0.71908], [-0.50458, 4.34921, 0.18390], [-0.85558, 3.00465, 0.29666], [-0.25152, 2.09276, -0.46831], [2.34910, -1.28332, -1.91359], [1.13406, -1.40771, -3.15477], [1.75107, -3.98288, -2.17179], [0.66996, -5.73314, -0.74606], [-1.08537, -4.98709, 0.90837], [-1.70097, -2.55559, 1.05302], [1.84752, 4.01347, -2.25218], [0.75948, 5.76891, -0.80999], [-1.00160, 5.07249, 0.81674], [-1.61391, 2.66502, 0.99290], [0.02029, 0.03952, 1.49141], [-1.44248, 0.07511, 3.65032], [-1.08501, 1.72241, 3.44567], [-2.52298, 0.27436, 2.30771], [-2.44668, 0.02534, 4.95541], [-1.39126, -1.57524, 3.14134], [0.10332, -0.14914, 4.26997]]}

---

Record 2
{"formula": "C9H13F3NO2", "method": "wB97M-V/def2-TZVPD", "smiles": "CO/[N+](C)=C/C=C\\C=C\\OCC(F)(F)F", "charge": 1, "homo_ev": [-12.50, -12.50], "orbital_gap_ev": [8.01, 8.01], "lumo_ev": [-4.49, -4.49], "fmax_ev_per_a": 4.35, "elements": ["C", "O", "N", "C", "C", "C", "C", "C", "C", "O", "C", "C", "F", "F", "F", "H", "H", "H", "H", "H", "H", "H", "H", "H", "H", "H", "H", "H"], "positions_angstrom": [[-2.73890, 2.89507, -0.09110], [-1.95586, 2.10784, 0.76636], [-1.86096, 0.76231, 0.51908], [-1.61588, 0.21665, 1.86617], [-1.92754, 0.03242, -0.57150], [-1.78947, -1.37673, -0.69003], [-1.00385, -2.26696, -0.14942], [0.33607, -2.04031, 0.39946], [1.26189, -1.35889, -0.36362], [2.52752, -1.49424, 0.09310], [3.58590, -0.81005, -0.51552], [3.58961, 0.73014, -0.61532], [2.70341, 1.31151, 0.19722], [3.31596, 1.00402, -1.91849], [4.77312, 1.20874, -0.27305], [-2.84128, 3.81935, 0.36797], [-3.68925, 2.39880, -0.20368], [-2.26887, 3.06427, -1.08888], [-2.32025, -0.54564, 2.24470], [-0.73350, -0.41673, 2.00157], [-1.38909, 1.11788, 2.50377], [-2.21815, 0.63445, -1.51107], [-2.65214, -1.74784, -1.30684], [-1.20558, -3.38716, -0.10865], [0.68873, -2.60216, 1.27249], [0.92914, -0.94089, -1.26756], [3.94898, -1.22225, -1.54523], [4.55025, -1.09360, -0.01192]]}

---

Record 3
{"formula": "C21H32BClN2O7S2", "method": "wB97M-V/def2-TZVPD", "homo_ev": -8.54, "orbital_gap_ev": 7.79, "lumo_ev": -0.75, "fmax_ev_per_a": 0.84, "elements": ["C", "C", "O", "N", "C", "C", "C", "C", "C", "C", "Cl", "C", "C", "C", "C", "N", "C", "O", "C", "C", "C", "B", "O", "O", "C", "O", "H", "H", "H", "H", "H", "H", "H", "H", "H", "H", "H", "H", "H", "H", "H", "H", "H", "H", "H", "H", "C", "S", "O", "C", "H", "H", "H", "H", "H", "H", "C", "S", "O", "C", "H", "H", "H", "H", "H", "H"], "positions_angstrom": [[2.75509, -0.18542, 1.23433], [2.25980, 1.07882, 0.58527], [2.99561, 2.02889, 0.43108], [0.90683, 1.13993, 0.22960], [0.52373, 2.42413, -0.36044], [0.39320, 0.02734, -0.52093], [1.21883, -0.59077, -1.44651], [0.74319, -1.63334, -2.21916], [-0.57461, -2.06401, -2.07398], [-1.40061, -1.42323, -1.14700], [-3.07256, -1.89184, -1.08399], [-0.94681, -0.37764, -0.33311], [-1.79356, 0.36557, 0.67812], [-2.60477, -0.52859, 1.64451], [-1.82884, -1.75274, 2.13730], [-0.45969, -1.50057, 2.58976], [-0.99663, -3.20112, -2.95714], [-1.80078, -4.04605, -2.64456], [-0.30318, -3.26715, -4.26769], [0.94312, -2.81788, -4.43729], [1.67788, -2.86674, -5.74024], [0.93835, -2.01852, -6.86866], [0.96445, -2.41762, -8.19284], [0.29893, -0.85545, -6.52975], [1.62806, -2.25811, -3.23714], [2.83049, -2.29420, -3.11308], [2.05835, -1.01100, 1.13478], [3.68408, -0.45939, 0.73743], [2.93651, 0.02406, 2.28447], [-0.56171, 2.49002, -0.39632], [0.88653, 3.22971, 0.26989], [0.92883, 2.55183, -1.36624], [2.23736, -0.25796, -1.60325], [-1.13152, 0.97589, 1.28491], [-2.43110, 1.07131, 0.14601], [-2.91398, 0.07911, 2.49091], [-3.53142, -0.82244, 1.15975], [-2.38388, -2.15161, 2.99091], [-1.84142, -2.53969, 1.38287], [-0.35161, -0.54612, 2.90768], [0.20341, -1.67515, 1.85088], [-0.85107, -3.72753, -5.08226], [2.69115, -2.47658, -5.63552], [1.72983, -3.90027, -6.08746], [0.67067, -3.32513, -8.31364], [-0.56820, -0.76007, -6.93405], [-5.05499, 4.33913, 1.83468], [-5.36512, 2.57027, 1.86337], [-4.05063, 1.89942, 1.67031], [-6.21441, 2.49461, 0.28307], [-4.48371, 4.58655, 2.72670], [-4.48035, 4.59086, 0.94347], [-6.00468, 4.87383, 1.84611], [-5.55752, 2.87501, -0.49904], [-7.13167, 3.08092, 0.33652], [-6.45581, 1.45156, 0.08989], [4.47014, 1.47359, 6.60161], [4.17617, 1.82374, 4.86402], [2.92136, 1.11954, 4.48826], [5.53251, 0.82859, 4.23547], [3.69126, 1.97264, 7.17390], [4.42175, 0.39756, 6.76776], [5.44612, 1.86540, 6.88801], [5.41020, -0.20164, 4.56995], [6.47781, 1.24014, 4.58901], [5.49529, 0.87561, 3.14873]]}

---

Record 4
{"formula": "C17H17N3O4S", "method": "wB97M-V/def2-TZVPD", "smiles": "Cc1ccc(OCC(=O)N/N=C2/SCC(=O)N2Cc2ccco2)cc1", "relative_energy_ev": 3.077, "homo_ev": -8.43, "orbital_gap_ev": 9.04, "lumo_ev": 0.60, "fmax_ev_per_a": 1.09, "elements": ["C", "C", "C", "C", "C", "O", "C", "C", "O", "N", "N", "C", "S", "C", "C", "O", "N", "C", "C", "C", "C", "C", "O", "C", "C", "H", "H", "H", "H", "H", "H", "H", "H", "H", "H", "H", "H", "H", "H", "H", "H", "H"], "positions_angstrom": [[0.78290, 5.42548, -1.72679], [0.44989, 3.96654, -1.80375], [0.88484, 3.18202, -2.85985], [0.57212, 1.83415, -2.93950], [-0.19111, 1.24531, -1.94230], [-0.53993, -0.07943, -1.89341], [-0.00179, -0.97286, -2.84296], [-0.14472, -2.41878, -2.34097], [-0.18489, -3.36398, -3.08574], [-0.20468, -2.45352, -0.98533], [-0.21055, -3.61738, -0.29299], [-0.46260, -3.74948, 0.93473], [-0.27702, -5.37190, 1.59796], [-0.56461, -4.79458, 3.29294], [-0.94281, -3.33470, 3.21312], [-1.29495, -2.67088, 4.15664], [-0.85594, -2.85317, 1.93549], [-1.31467, -1.48284, 1.70913], [-0.21874, -0.47889, 1.85520], [0.06508, 0.38423, 2.87103], [1.21717, 1.10420, 2.46948], [1.55299, 0.62284, 1.24449], [0.69516, -0.33885, 0.86369], [-0.65000, 2.02876, -0.88376], [-0.32996, 3.36732, -0.81916], [1.07668, 5.69960, -0.71544], [1.59112, 5.67687, -2.40872], [-0.08837, 6.02357, -1.99440], [1.48173, 3.62515, -3.64395], [0.92171, 1.26285, -3.78517], [-0.50998, -0.88524, -3.81069], [1.07191, -0.79343, -2.99340], [-0.13298, -1.55861, -0.50822], [0.34027, -4.91815, 3.88999], [-1.36805, -5.36465, 3.75952], [-1.79797, -1.42223, 0.73148], [-2.05387, -1.28005, 2.49128], [-0.47806, 0.48627, 3.78737], [1.72047, 1.87119, 3.02020], [2.34212, 0.87021, 0.56322], [-1.25913, 1.56839, -0.12098], [-0.68881, 3.95863, 0.01052]]}